1.
A molecular structure, C31H25BrN7Re, computed with the ωB97M-V functional and the def2-TZVPD basis.

## Properties
Gap between HOMO and LUMO (spin up / spin down) = 5.385 / 5.347 eV
LUMO level (spin up / spin down) = -11.147 / -11.254 eV
E_HOMO (spin up / spin down) = -16.53 / -16.60 eV
Net charge = +3
Multiplicity = 2
Energy = -115131.377 eV
⟨S²⟩ = 0.80

Geometry as XYZ:
```
65
C31H25BrN7Re | OMol25 | the ωB97M-V functional and the def2-TZVPD basis
Re 0.01040 0.10561 0.22426
C -0.51267 -3.96256 4.15447
C -0.07094 -4.55437 2.97598
C 0.40910 -3.77584 1.94099
C 0.41644 -2.37816 2.05977
C -0.05022 -1.78632 3.24058
C -0.49124 -2.57774 4.28297
N 0.88286 -1.57613 0.99674
C 2.13668 -1.84814 0.45086
C 3.11222 -2.68813 1.00310
C 4.29658 -2.90364 0.32089
C 4.54600 -2.29453 -0.90872
C 3.61004 -1.43427 -1.46427
C 2.44057 -1.19322 -0.76698
N 1.34757 -0.44569 -1.21084
N 1.06928 -0.45250 -2.44230
C -0.26490 -0.24676 -2.69574
C -0.72915 -0.20734 -4.00305
C -2.09791 -0.18247 -4.22654
C -2.95814 -0.19876 -3.13542
C -2.43075 -0.23096 -1.85595
N -1.11348 -0.25927 -1.62153
H -0.86738 -4.57619 4.97129
H -0.10506 -5.62954 2.86213
H 0.73329 -4.22881 1.01188
H 0.00039 -0.70990 3.35808
H -0.81165 -2.12188 5.21072
H 2.94579 -3.15043 1.96696
H 5.04167 -3.55715 0.75477
H 5.47604 -2.48312 -1.42731
H 3.78565 -0.93248 -2.40677
H -0.00479 -0.21212 -4.80620
H -2.48089 -0.16970 -5.23833
H -4.02946 -0.19110 -3.27923
H -3.08489 -0.23582 -0.99337
N -0.26985 2.22524 -0.49689
C 0.37940 3.15643 0.42290
C 0.20348 4.51194 0.32716
C 0.90056 5.38270 1.18080
C 1.79569 4.88098 2.08445
C 1.99877 3.48683 2.19662
C 2.94823 2.92483 3.07543
C 3.07757 1.56166 3.14029
C 2.23638 0.75834 2.37115
N 1.33820 1.24068 1.51834
C 1.24279 2.60751 1.38360
H 0.19054 2.31168 -1.40360
H -1.22854 2.53128 -0.66047
H -0.46292 4.92060 -0.42458
H 0.74188 6.44909 1.10005
H 2.36594 5.53821 2.72843
H 3.56171 3.57241 3.68957
H 3.79973 1.09435 3.79424
H 2.28885 -0.31289 2.48942
Br -5.31190 -0.07772 4.50903
C -3.89586 0.02311 3.29089
C -3.61484 -1.04131 2.43443
C -2.55484 -0.93203 1.56693
N -1.76786 0.16082 1.49925
C -2.05894 1.19122 2.31868
C -3.09735 1.16440 3.22052
H -4.21217 -1.94204 2.45697
H -2.31081 -1.75335 0.90154
H -1.42395 2.06723 2.25415
H -3.28885 2.01435 3.86033
```

---

2.
A molecular structure, C31H25ClI2N2OPTe4Yb, computed with the ωB97M-V functional and the def2-TZVPD basis.

## Properties
Gap between HOMO and LUMO (spin up / spin down) = 5.497 / 3.920 eV
LUMO level (spin up / spin down) = -0.337 / -1.862 eV
E_HOMO (spin up / spin down) = -5.83 / -5.78 eV
Multiplicity = 2
Energy = -136294.374 eV
⟨S²⟩ = 0.76

Geometry as XYZ:
```
68
C31H25ClI2N2OPTe4Yb | OMol25 | the ωB97M-V functional and the def2-TZVPD basis
Yb -0.33394 1.14378 1.29185
I -6.55065 -1.32829 2.93958
C -4.63403 -0.45065 3.09448
C -3.68806 -1.12367 3.82514
C -2.39554 -0.58037 3.99196
I -1.03303 -1.46228 5.24521
C -2.05916 0.69823 3.40552
O -0.80391 1.13479 3.39086
C -3.08889 1.40956 2.72071
C -2.92248 2.85742 2.17270
N -1.74384 3.17337 1.29772
C -1.97140 3.52509 -0.16267
C -0.55875 3.74447 -0.67855
C -0.26016 4.80897 -1.52470
C 0.93235 4.74764 -2.22063
C 1.83721 3.68035 -2.03548
C 1.48831 2.72622 -1.07529
N 0.32907 2.80834 -0.39808
C -4.32765 0.79743 2.57481
H -3.93552 -2.01088 4.37910
H -2.78364 3.51106 2.97584
H -3.91262 3.12730 1.70669
H -1.17587 3.89715 1.65753
H -2.58014 4.41901 -0.36828
H -2.40102 2.62903 -0.64743
H -0.97238 5.60835 -1.77036
H 1.04541 5.38181 -3.09686
H 2.64934 3.48623 -2.74332
H 2.10499 1.84419 -0.86040
H -5.11064 1.27623 2.02763
Cl 2.73492 1.31618 1.85009
C 3.61826 -0.15219 1.16003
C 4.89407 -0.31261 1.68203
C 5.50027 -1.57256 1.45057
C 4.86574 -2.54160 0.68353
C 3.60614 -2.32511 0.11761
C 2.93239 -1.04772 0.36698
P 1.20067 -0.85721 0.02819
C 1.11021 -0.67123 -1.75706
C 2.21144 -0.88962 -2.46931
C 2.15444 -0.91390 -3.92428
C 0.98921 -0.97264 -4.59458
C -0.36528 -0.77245 -3.90729
C -0.15706 -0.16718 -2.48095
C 0.44304 -2.46786 0.35233
C 0.30338 -3.36678 -0.64522
C -0.42623 -4.53292 -0.36508
C -0.96626 -4.70515 0.91139
C -0.81029 -3.80842 1.92341
C -0.13252 -2.61072 1.59571
H 5.41698 0.36478 2.32767
H 6.50781 -1.75144 1.82818
H 5.37276 -3.50283 0.50191
H 3.18572 -3.01393 -0.58749
H 3.12289 -1.24626 -2.00037
H 3.12676 -1.14340 -4.29053
H 0.99629 -1.29878 -5.67628
H -0.81927 -1.74837 -3.69373
H -0.07060 0.95544 -2.59296
H 0.62055 -3.15003 -1.64643
H -0.48923 -5.31078 -1.14300
H -1.49903 -5.64790 1.11039
H -1.20992 -3.95172 2.94927
H -0.04327 -1.78366 2.31606
Te -1.56700 0.33050 -5.35583
Te -2.51035 2.53977 -4.22070
Te -3.05605 -2.53518 -1.72233
Te -1.93489 -0.21436 -1.19726
```

---

3.
A molecular structure, C31H25ClN4O5PRuS, computed with the ωB97M-V functional and the def2-TZVPD basis.

## Properties
Gap between HOMO and LUMO (spin up / spin down) = 6.035 / 6.526 eV
LUMO level (spin up / spin down) = -0.271 / -1.633 eV
E_HOMO (spin up / spin down) = -6.31 / -8.16 eV
Multiplicity = 6
Energy = -83976.313 eV
⟨S²⟩ = 8.80

Geometry as XYZ:
```
69
C31H25ClN4O5PRuS | OMol25 | the ωB97M-V functional and the def2-TZVPD basis
Ru -0.77032 1.03058 -0.67470
O -2.31021 2.91085 -0.40188
C -2.37973 1.98006 0.37114
C -3.02463 1.45368 1.49428
C -4.11268 2.13902 2.11759
C -4.83756 1.50352 3.09209
C -4.53072 0.19133 3.50054
C -3.45745 -0.47110 2.92137
C -2.68870 0.15239 1.95165
P -1.30376 -0.54630 1.07329
C 0.19545 -0.14446 2.01939
C 0.14867 0.67658 3.14078
C 1.32900 1.04471 3.77468
C 2.55008 0.60459 3.28361
C 2.59650 -0.21834 2.16445
C 1.42416 -0.59348 1.53063
C -1.43329 -2.34300 1.12926
C -2.20224 -2.98769 0.16119
C -2.38330 -4.36010 0.22334
C -1.79461 -5.08981 1.24830
C -1.01691 -4.45117 2.20509
C -0.82807 -3.07613 2.14660
H -4.36081 3.14164 1.78879
H -5.67052 2.02030 3.55325
H -5.12671 -0.29490 4.26142
H -3.21171 -1.48247 3.22641
H -0.80617 1.02112 3.51642
H 1.29099 1.67737 4.65275
H 3.47041 0.91236 3.76773
H 3.55125 -0.55320 1.77521
H 1.45558 -1.23484 0.65569
H -2.63964 -2.41344 -0.64812
H -2.97538 -4.86185 -0.53175
H -1.93736 -6.16264 1.29876
H -0.55114 -5.02311 2.99814
H -0.21438 -2.57740 2.88594
N 6.33881 -1.83744 -2.35149
C 4.98288 -1.59674 -2.41855
C 4.43064 -0.47550 -1.78414
C 3.08598 -0.19642 -1.90001
C 2.27232 -1.04629 -2.65163
C 2.79747 -2.16912 -3.27223
C 4.14721 -2.44448 -3.15192
S 0.56098 -0.73154 -2.77001
O -0.00588 -1.04708 -1.41833
O -0.01759 -1.48881 -3.84627
N 0.56992 0.83052 -3.00805
C -0.57608 1.51257 -3.28360
N -1.75439 1.07902 -2.73370
C -2.88238 1.72371 -3.07967
C -2.87661 2.78647 -3.93167
C -1.61524 3.23065 -4.34042
N -0.48635 2.61911 -4.04069
H 6.89911 -1.33318 -1.69169
H 6.69919 -2.71188 -2.68080
H 5.07222 0.18655 -1.21128
H 2.66459 0.68722 -1.42753
H 2.14395 -2.81381 -3.84994
H 4.56843 -3.31788 -3.63764
H -3.79790 1.35754 -2.63028
H -3.78865 3.28223 -4.22826
H -1.51568 4.13267 -4.93780
Cl 3.47846 3.26608 0.87501
C 1.86817 4.02618 1.08171
C 0.83361 3.50968 0.09828
O 0.15156 4.30425 -0.51053
O 0.79333 2.19927 0.02671
H 1.97930 5.09077 0.93958
H 1.53450 3.81102 2.09349
```